No. 1
Computed, not measured: an isolated molecule of C3H8N2 in a non-equilibrium geometry, with wB97M-V/def2-TZVPD.

Calculated values
HOMO level in eV: -8.95
Frontier orbital gap in eV: 10.15
SMILES: NC1CNC1
Relative energy (zero: lowest compared OMol25 entry of this formula, charge and spin) in kcal per mole: 47.9

Each line ends with the natural charge from an NBO analysis.
Positions of all 13 atoms, in Å:
C -0.500 -0.053 -0.469  -0.050
C 0.553 -1.114 -0.012  -0.220
C 0.534 1.004 -0.004  -0.240
H -1.798 -0.008 1.076  0.351
H -2.414 0.588 -0.354  0.360
H -0.517 -0.118 -1.573  0.193
H 0.370 -1.365 1.041  0.159
H 0.731 -1.979 -0.609  0.194
H 2.316 0.017 0.532  0.356
H 0.669 1.912 -0.597  0.187
H 0.318 1.294 1.047  0.153
N -1.833 -0.159 0.061  -0.821
N 1.570 -0.020 -0.138  -0.622

***

No. 2
Computed, not measured: a 2-piece molecular cluster, C4H9NO2S2 overall in a non-equilibrium geometry, with wB97M-V/def2-TZVPD.

Calculated values
HOMO level (spin up / spin down) in eV: -5.87 / -9.22
⟨S²⟩: 2.01
Frontier orbital gap (spin up / spin down) in eV: 6.42 / 6.97
Spin multiplicity: 3
Relative energy (zero: lowest compared OMol25 entry of this formula, charge and spin) in kcal per mole: 38.6

Each line ends with the Löwdin spin population.
Positions of all 18 atoms, in Å:
C -2.262 0.317 -0.442  0.500
C -0.462 -1.926 0.507  0.074
C 2.591 0.505 -0.150  0.042
C -0.236 -0.657 -0.155  0.581
N -2.119 1.599 -0.430  0.055
O 0.443 1.904 -0.090  0.011
O 1.014 0.642 1.970  0.010
S -3.308 -0.854 -0.793  0.539
S 0.919 0.595 0.539  0.099
H 0.379 -2.533 0.606  0.023
H -1.024 -2.665 0.009  0.006
H -0.914 -1.799 1.507  0.008
H 3.221 -0.365 0.198  0.000
H 2.504 0.463 -1.253  0.000
H 3.070 1.437 0.022  0.008
H 0.052 -0.706 -1.209  0.014
H -0.991 1.854 -0.142  0.009
H -2.876 2.190 -0.696  0.022

***

No. 3
Computed, not measured: C22H22AuN6O3S2 as an isolated structure, with wB97M-V/def2-TZVPD.

Calculated values
HOMO level in eV: -10.01
Frontier orbital gap in eV: 5.72
Relative energy (zero: lowest compared OMol25 entry of this formula, charge and spin) in kcal per mole: 1.6
Net charge: +1

Each line ends with the natural charge from an NBO analysis.
Positions of all 56 atoms, in Å:
Au -0.307 -0.180 -1.268  1.176
N 3.181 2.159 -0.618  -0.757
C 2.258 1.227 -0.873  0.326
S 0.665 1.861 -1.384  -0.058
N 2.597 -0.027 -0.768  -0.388
N 1.589 -0.882 -1.028  -0.273
C 1.707 -2.163 -0.936  0.332
C 2.971 -2.829 -0.566  -0.176
C 4.133 -2.592 -1.295  -0.155
C 5.313 -3.217 -0.929  -0.204
C 5.341 -4.059 0.175  -0.175
C 4.187 -4.283 0.911  -0.221
C 2.998 -3.676 0.539  -0.130
C 0.469 -2.933 -1.187  0.157
C 0.457 -4.310 -1.310  -0.203
C -0.748 -4.959 -1.540  -0.117
C -1.914 -4.224 -1.640  -0.230
C -1.840 -2.847 -1.530  0.090
N -0.684 -2.228 -1.319  -0.496
H 2.933 3.131 -0.561  0.417
H 4.091 1.870 -0.301  0.425
H 4.108 -1.922 -2.144  0.225
H 6.215 -3.041 -1.500  0.228
H 6.266 -4.538 0.464  0.228
H 4.212 -4.926 1.780  0.229
H 2.100 -3.836 1.123  0.216
H 1.383 -4.858 -1.225  0.258
H -0.770 -6.036 -1.640  0.243
H -2.870 -4.698 -1.810  0.247
H -2.710 -2.211 -1.617  0.228
O 1.710 -0.234 3.428  -0.678
C 0.522 -0.011 4.017  0.354
C 0.499 0.149 5.403  -0.283
C -0.694 0.373 6.057  -0.157
C -1.894 0.445 5.350  -0.270
C -1.874 0.292 3.981  -0.150
C -0.680 0.064 3.293  -0.236
C -0.692 -0.086 1.813  0.813
O -1.777 0.026 1.186  -0.826
O 0.396 -0.329 1.218  -0.823
H 1.522 -0.340 2.468  0.509
H 1.436 0.089 5.940  0.227
H -0.694 0.493 7.133  0.218
H -2.825 0.620 5.870  0.216
H -2.786 0.346 3.403  0.216
C -6.009 1.408 -1.824  -0.435
N -4.681 1.155 -2.357  -0.564
C -3.635 0.809 -1.610  0.365
N -3.757 0.625 -0.322  -0.759
S -2.141 0.633 -2.489  -0.159
H -6.676 1.628 -2.652  0.241
H -6.004 2.264 -1.146  0.215
H -6.395 0.530 -1.304  0.210
H -4.517 1.297 -3.340  0.424
H -4.646 0.792 0.124  0.405
H -2.933 0.424 0.293  0.479

***

No. 4
Computed, not measured: a 11-piece molecular cluster, C27H44O27 overall in a non-equilibrium geometry, with wB97M-V/def2-TZVPD.

Calculated values
HOMO level in eV: -10.19
Frontier orbital gap in eV: 10.06
SMILES: O=C1OCCO1.O=C1OCCO1.O=C1OCCO1.O=C1OCCO1.O=C1OCCO1.O=C1OCCO1.O=C1OCCO1.O=C1OCCO1.CO.CO.CO
Relative energy (zero: lowest compared OMol25 entry of this formula, charge and spin) in kcal per mole: 10.3

Each line ends with the Mulliken charge.
Positions of all 98 atoms, in Å:
C -8.600 -0.766 15.529  -0.170
O -7.646 -1.636 14.964  -0.520
H -8.555 -0.849 16.590  -0.200
H -8.376 0.267 15.301  0.344
H -9.605 -1.010 15.202  0.403
H -7.507 -1.338 14.069  0.277
C -9.661 0.046 19.124  0.822
O -9.403 1.450 19.340  0.515
H -9.654 -0.458 20.088  -0.526
H -10.635 -0.016 18.638  0.399
H -8.876 -0.418 18.533  -0.800
H -8.597 1.465 19.858  -0.338
C -5.629 -1.765 17.308  -0.464
O -6.532 -2.842 17.383  -0.453
H -5.018 -1.584 18.186  0.342
H -5.068 -1.771 16.360  0.340
H -6.255 -0.870 17.264  -0.041
H -6.799 -2.990 16.472  0.261
C -9.363 4.413 18.319  0.520
C -10.287 4.506 19.578  0.324
O -11.297 5.382 19.130  -0.419
C -11.317 5.573 17.802  0.667
O -12.067 6.213 17.181  -0.515
O -10.255 4.903 17.316  -0.471
H -9.020 3.429 18.111  -0.250
H -8.566 5.158 18.468  0.169
H -9.819 5.022 20.402  0.337
H -10.735 3.571 19.899  -0.348
C -11.478 2.011 16.087  0.400
C -12.441 3.139 15.791  -0.444
O -13.200 3.168 16.925  -0.371
C -13.117 2.090 17.654  0.675
O -13.829 1.838 18.542  -0.522
O -12.080 1.356 17.172  -0.276
H -10.540 2.427 16.425  -0.294
H -11.298 1.275 15.329  0.365
H -13.028 2.995 14.873  0.269
H -11.878 4.055 15.705  0.234
C -8.102 -0.302 23.355  0.011
C -6.737 -0.582 23.925  -0.481
O -6.016 -0.964 22.735  -0.358
C -6.563 -0.455 21.683  0.277
O -6.174 -0.529 20.530  -0.533
O -7.721 0.121 22.041  0.157
H -8.668 0.537 23.806  0.343
H -8.798 -1.164 23.210  -0.041
H -6.635 -1.435 24.576  0.325
H -6.176 0.268 24.304  0.231
C -12.062 -4.960 22.020  -0.320
C -11.166 -4.167 22.989  -0.364
O -11.008 -2.887 22.317  -0.047
C -11.727 -2.892 21.182  0.664
O -11.770 -1.940 20.422  -0.509
O -12.301 -4.046 20.998  -0.459
H -13.042 -5.223 22.397  0.302
H -11.613 -5.835 21.539  0.234
H -10.162 -4.514 23.121  0.164
H -11.587 -3.944 23.978  0.373
C -8.165 -3.421 19.935  0.832
C -6.713 -3.985 20.202  -0.076
O -6.956 -5.266 20.776  -0.433
C -8.221 -5.323 21.266  0.467
O -8.616 -6.225 21.940  -0.552
O -8.923 -4.224 20.912  -0.143
H -8.554 -3.625 18.916  0.227
H -8.325 -2.343 20.184  -0.803
H -6.163 -3.379 20.913  0.174
H -6.058 -4.152 19.331  0.149
C -6.069 3.603 21.363  0.757
C -4.606 3.957 21.263  -0.234
O -4.001 3.024 22.147  -0.399
C -4.873 2.405 22.983  0.706
O -4.661 1.731 23.942  -0.575
O -6.149 2.780 22.539  -0.313
H -6.467 2.993 20.556  -0.507
H -6.705 4.484 21.566  0.186
H -4.333 4.932 21.630  0.281
H -4.194 3.837 20.246  0.144
C -4.242 4.025 16.427  -0.357
C -4.799 2.939 15.516  -0.369
O -5.606 2.224 16.381  -0.238
C -5.927 2.953 17.476  0.310
O -6.752 2.642 18.275  -0.167
O -5.171 4.069 17.441  -0.355
H -4.228 5.015 15.915  0.266
H -3.235 3.885 16.838  0.274
H -4.040 2.283 15.137  0.271
H -5.445 3.311 14.716  0.283
C -11.151 1.019 22.183  1.206
C -12.364 1.124 21.281  0.140
O -13.396 0.784 22.192  -0.419
C -12.929 0.188 23.259  0.595
O -13.539 -0.292 24.154  -0.598
O -11.592 0.102 23.204  -0.386
H -10.943 2.001 22.674  0.369
H -10.229 0.614 21.821  -1.074
H -12.448 0.470 20.394  0.008
H -12.630 2.137 20.979  0.148

***

No. 5
Computed, not measured: C23H42AsBClF7N4O5P2 as an isolated structure in a non-equilibrium geometry, with wB97M-V/def2-TZVPD.

Calculated values
HOMO level in eV: -9.34
Frontier orbital gap in eV: 8.05

Each line ends with the Mulliken charge.
Positions of all 86 atoms, in Å:
C 3.223 -1.527 2.895  -1.358
C 1.755 -1.014 2.257  0.607
O 0.817 -2.043 2.631  -0.534
C 2.015 -0.500 0.788  -1.153
N 0.982 -0.473 -0.323  1.572
B 0.675 -1.981 -0.572  0.290
N -0.495 -2.573 -1.312  -0.609
O 1.623 -3.069 -0.117  -0.625
C -0.319 0.189 0.006  -0.832
C -0.426 1.181 1.314  -0.326
C -1.204 0.475 2.622  -0.291
C -2.616 1.223 3.011  0.187
C -2.826 2.823 3.292  -0.354
C -4.372 3.356 3.618  -0.452
C -5.695 2.335 3.644  -0.366
C -5.479 0.714 3.386  -0.427
C -3.950 0.216 3.071  -0.309
C -1.181 0.958 -1.141  -0.220
C -2.773 0.862 -0.683  -0.305
C -3.426 2.396 -0.522  -0.469
O -3.776 3.006 -1.825  -0.373
C -3.033 4.310 -1.797  0.326
O -3.518 5.348 -1.109  -0.491
C -0.847 0.735 -2.693  -0.449
C -1.986 0.133 -3.693  -1.327
C -2.583 -1.335 -3.430  0.875
C -1.883 -2.580 -4.247  -0.929
F -4.013 -1.308 -3.930  -0.441
C 0.579 -0.030 -2.926  -1.368
P 1.253 0.770 -4.564  0.138
N 1.421 -0.369 -5.749  -0.749
C 1.630 -0.043 -1.666  1.435
C 2.788 -1.035 -2.253  -0.898
N 3.903 -0.329 -3.057  -0.487
P 2.387 1.729 -1.643  0.442
O 1.488 2.836 -0.645  -0.535
Cl 4.323 1.763 -0.661  -0.262
H 4.092 -0.757 2.619  0.276
H 3.543 -2.551 2.383  0.268
H 3.157 -1.730 4.049  0.476
H 1.497 -0.082 2.965  -0.191
H 1.088 -2.390 3.554  0.469
H 2.322 0.650 0.938  0.617
H 3.063 -0.978 0.469  0.449
H -1.257 -2.806 -0.638  0.290
H -0.237 -3.446 -1.859  0.245
H 1.050 -3.826 0.221  0.312
H -1.040 -0.704 0.355  0.426
H -1.135 2.132 1.158  -0.004
H 0.570 1.645 1.700  0.429
H -1.389 -0.667 2.492  0.154
H -0.474 0.658 3.540  0.321
H -1.892 3.529 3.242  0.330
H -4.597 4.512 3.808  0.273
H -6.790 2.704 3.837  0.313
H -6.346 -0.088 3.380  0.294
H -3.808 -0.953 2.872  0.236
H -0.968 2.124 -0.951  0.469
H -2.923 0.373 0.386  -0.078
H -3.481 0.302 -1.403  0.472
H -2.724 3.132 0.054  0.323
H -4.375 2.231 0.184  0.272
H -1.991 4.410 -2.330  0.291
H -0.674 1.824 -3.174  0.475
H -2.894 0.909 -3.681  0.345
H -1.571 0.186 -4.811  0.364
H -2.710 -1.543 -2.261  0.043
H -2.652 -3.007 -5.042  0.417
H -1.700 -3.470 -3.483  0.087
H -0.913 -2.211 -4.786  0.277
H 0.296 -1.116 -3.339  0.130
H 2.524 1.403 -4.458  0.226
H 0.287 1.726 -5.125  0.161
H 0.763 -0.105 -6.541  0.263
H 3.405 -1.677 -1.510  0.242
H 2.341 -1.807 -3.050  0.344
H 4.804 -0.411 -2.523  0.276
H 3.977 -0.798 -3.992  0.319
H 1.824 3.777 -0.843  0.360
F 6.108 -2.332 3.866  -0.504
As 6.210 -2.608 5.659  1.989
F 4.440 -3.014 5.698  -0.502
F 5.816 -0.859 5.951  -0.497
F 6.313 -2.885 7.452  -0.495
F 7.981 -2.203 5.621  -0.494
F 6.605 -4.358 5.367  -0.490